C6H7NO3 | ωB97M-V/def2-TZVPD

```
17
Properties=species:S:1:pos:R:3:forces:R:3:nbo_charge:R:1
C 0.1985 0.1953 -1.7349 1.34 2.67 1.57 -0.63
C -0.7763 0.2681 -0.5993 0.77 0.38 0.98 0.07
O -1.2891 -0.9363 -0.0743 0.53 -1.05 -0.49 -0.48
C -0.1901 -1.6936 0.3136 0.50 1.60 -0.13 -0.22
C 0.8163 -0.7368 0.8743 -1.82 2.72 -0.97 0.61
O 1.9068 -0.8624 1.2661 1.35 -0.25 0.68 -0.49
C -0.0191 0.8935 0.5612 0.42 -3.65 1.63 0.08
O 0.8181 1.8807 0.1869 -0.26 0.68 -1.06 -0.68
C -0.7981 1.0311 1.8119 0.58 0.65 -1.95 0.23
N -1.4749 1.1705 2.7185 -0.52 -0.02 1.17 -0.30
H 0.4077 1.3096 -2.0643 0.00 -2.56 0.60 0.25
H -0.2212 -0.3351 -2.4868 -1.24 -1.56 -2.67 0.22
H 1.0648 -0.3719 -1.3501 0.18 0.81 -0.76 0.21
H -1.6692 0.6870 -0.8662 -2.03 2.08 -0.81 0.21
H 0.2537 -2.3022 -0.4160 0.73 -0.54 -1.75 0.20
H -0.4448 -2.3735 1.0111 -1.22 -2.12 2.82 0.22
H 1.4168 2.1760 0.8484 0.70 0.14 1.15 0.50
```
Forces are in eV/Å.

The value obtained for the LUMO energy is 0.59 eV. For the HOMO energy, the calculation gives -9.213 eV. The calculation puts the frontier orbital gap at 9.7989 eV. As for the energy relative to the best compared isomer or geometry (same formula, charge and spin): 265.78 kJ/mol.